Record 1
Entry from OMol25: a molecular structure, C21H25FGe2N4S2W at a distorted geometry (wB97M-V/def2-TZVPD).

Computed properties:
⟨S²⟩: 3.8135
F_max (eV/Å): 2.17
Frontier orbital gap (spin up / spin down) (hartree): 0.26140 / 0.16370
E (a.u.): -6150.38395
LUMO energy (spin up / spin down) (eV): -9.9620 / -12.4964

Geometry as ORCA input:
```
! wB97M-V def2-TZVPD RIJCOSX def2/J DEFGRID3
* xyz 3 4
W -1.043 -0.152 0.554
N -1.927 2.986 -1.165
C -0.951 3.024 -0.294
N -0.409 1.962 0.295
C 0.700 2.293 1.023
C 0.933 3.668 1.129
S -0.173 4.540 0.206
C 1.548 1.203 1.370
C 2.652 1.194 2.180
S 3.420 -0.323 2.112
C 2.184 -0.894 0.994
N 1.249 0.008 0.720
N 2.223 -2.119 0.494
H -2.224 2.090 -1.541
H -2.304 3.819 -1.598
H 1.730 4.159 1.668
H 3.038 1.996 2.790
H 2.988 -2.748 0.694
H 1.656 -2.348 -0.311
C -4.326 0.753 0.041
Ge -3.276 0.598 1.715
C -3.117 2.324 2.626
C -4.169 -0.632 2.948
Ge -0.864 -1.298 2.847
C -1.712 -2.752 1.869
C -2.708 -3.594 2.338
C -3.609 -4.190 1.450
C -3.596 -3.896 0.092
C -2.620 -3.048 -0.414
C -1.694 -2.472 0.468
C -0.492 -1.489 4.688
C -0.191 -0.356 5.464
C 0.048 -0.483 6.817
C 0.007 -1.743 7.407
C -0.275 -2.878 6.654
C -0.533 -2.754 5.303
H -5.361 0.718 0.389
H -4.185 -0.052 -0.679
H -4.167 1.715 -0.442
H -3.887 3.015 2.281
H -2.144 2.802 2.498
H -3.269 2.172 3.695
H -5.095 -0.149 3.266
H -3.579 -0.818 3.850
H -4.421 -1.581 2.484
H -2.824 -3.789 3.396
H -4.347 -4.882 1.836
H -4.318 -4.354 -0.570
H -2.546 -2.860 -1.478
H -0.729 -2.246 -0.048
H -0.165 0.628 5.006
H 0.263 0.387 7.422
H 0.195 -1.840 8.469
H -0.298 -3.848 7.132
H -0.754 -3.639 4.718
F -1.207 -0.182 -1.390
*
```

Record 2
Entry from OMol25: a molecular structure, C21H25HfN2 at a distorted geometry (wB97M-V/def2-TZVPD).

Computed properties:
F_max (eV/Å): 3.70
Frontier orbital gap (spin up / spin down) (hartree): 0.24845 / 0.24833
E (a.u.): -972.51896
LUMO energy (spin up / spin down) (eV): -2.9787 / -2.9797

Geometry as ORCA input:
```
! wB97M-V def2-TZVPD RIJCOSX def2/J DEFGRID3
* xyz 1 1
C -0.205 0.327 -2.745
C 0.286 1.742 -2.691
C 0.521 -0.566 -3.726
C -1.703 0.239 -2.815
H 0.026 -0.555 -4.714
H 0.557 -1.620 -3.412
H 1.561 -0.250 -3.871
H 0.058 2.272 -3.633
H 1.367 1.823 -2.534
H -0.195 2.299 -1.875
H -2.098 0.865 -3.636
H -2.170 0.601 -1.886
H -2.070 -0.779 -2.987
C 2.523 -1.277 0.652
C 2.624 -1.459 -0.780
C 2.729 -0.164 -1.377
H 2.809 -2.396 -1.300
C 2.680 0.818 -0.345
C 2.571 0.143 0.898
H 2.678 0.612 1.875
H 2.626 -2.055 1.407
H 2.944 0.030 -2.428
H 2.751 1.895 -0.487
C -1.308 -2.215 0.802
C 0.001 -2.815 0.756
C 0.306 -3.067 -0.632
H 0.554 -3.193 1.614
C -0.798 -2.601 -1.413
C -1.791 -2.079 -0.527
H -2.767 -1.695 -0.819
H -1.893 -2.035 1.703
H 1.132 -3.661 -1.015
H -0.921 -2.749 -2.486
Hf 0.443 -0.755 -0.197
N -0.106 0.137 3.946
C 0.322 -0.512 2.857
N -0.097 0.130 1.733
C -0.837 1.253 2.158
C -1.462 2.248 1.398
C -2.105 3.269 2.115
C -2.114 3.275 3.524
C -1.477 2.264 4.263
C -0.848 1.264 3.544
H 0.089 -0.157 4.899
H 0.915 -1.420 2.890
H -1.422 2.185 0.307
H -2.611 4.080 1.586
H -2.622 4.080 4.050
H -1.454 2.228 5.353
*
```

Record 3
Entry from OMol25: 2 unconnected molecules or ions with the total composition C21H25N2O2 at a distorted geometry (wB97M-V/def2-TZVPD).

Computed properties:
F_max (eV/Å): 2.15
Frontier orbital gap (hartree): 0.21174
ΔE to the lowest compared entry with this formula, charge and spin (kcal per mole): 26.0
E (a.u.): -1074.92872
LUMO energy (eV): -5.0464

Geometry as ORCA input:
```
! wB97M-V def2-TZVPD RIJCOSX def2/J DEFGRID3
* xyz 1 1
C 5.946 -1.620 0.995
O 5.414 -0.473 1.698
C 4.106 -0.153 1.538
C 3.215 -0.925 0.748
C 1.882 -0.560 0.691
C 1.389 0.590 1.352
C -0.017 0.892 1.294
C -0.995 -0.104 1.352
C -2.434 0.149 1.276
C -3.187 1.304 1.131
C -4.589 1.195 1.177
C -5.221 -0.047 1.384
C -4.466 -1.221 1.547
C -3.089 -1.083 1.490
N -2.108 -2.062 1.699
C -2.374 -3.458 1.997
C -0.872 -1.504 1.609
C 2.308 1.372 2.109
C 3.630 1.003 2.222
H 6.994 -1.650 1.293
H 5.439 -2.546 1.296
H 5.864 -1.491 -0.093
H 3.564 -1.807 0.202
H 1.182 -1.202 0.155
H -0.357 1.925 1.415
H -2.674 2.258 0.995
H -5.198 2.094 1.053
H -6.309 -0.098 1.421
H -4.921 -2.198 1.713
H -3.453 -3.622 2.012
H -1.925 -4.108 1.234
H -1.956 -3.739 2.973
H 0.021 -2.096 1.776
H 1.941 2.246 2.652
H 4.341 1.570 2.825
C -1.268 1.341 -4.255
C -1.312 1.144 -2.738
N 0.028 0.822 -2.281
C 1.160 1.624 -2.711
C 1.085 1.800 -4.228
O -0.212 2.211 -4.639
H -1.148 0.349 -4.734
H -2.169 1.850 -4.622
H -1.730 2.045 -2.243
H -1.956 0.283 -2.517
H 0.069 0.556 -1.303
H 1.195 2.616 -2.216
H 2.073 1.067 -2.466
H 1.735 2.617 -4.571
H 1.362 0.843 -4.710
*
```

Record 4
Entry from OMol25: a molecular structure, C21H25N3O2S4Ta at a distorted geometry (wB97M-V/def2-TZVPD).

Computed properties:
F_max (eV/Å): 2.56
Frontier orbital gap (hartree): 0.19638
ΔE to the lowest compared entry with this formula, charge and spin (kcal per mole): 57.2
E (a.u.): -2779.58946
LUMO energy (eV): -4.5838

Geometry as ORCA input:
```
! wB97M-V def2-TZVPD RIJCOSX def2/J DEFGRID3
* xyz 1 1
Ta 0.032 -0.043 0.016
C 2.647 -2.083 -0.286
N 2.046 -1.014 -1.110
C 3.104 0.019 -1.390
C 3.012 1.285 -0.577
C 2.842 1.069 0.915
N 1.500 0.565 1.209
C 0.522 1.397 1.753
C -0.428 0.986 2.835
C -0.590 1.718 4.004
C -1.562 1.365 4.936
C -2.380 0.273 4.688
C -2.230 -0.461 3.514
C -1.271 -0.090 2.600
O -1.167 -0.712 1.358
C 1.576 -1.580 -2.412
C 0.584 -2.736 -2.363
C -0.820 -2.470 -1.783
N -1.068 -1.036 -1.562
C -1.967 -0.455 -2.280
C -2.254 0.960 -2.313
C -3.394 1.404 -2.998
C -3.668 2.743 -3.109
C -2.776 3.671 -2.560
C -1.639 3.256 -1.895
C -1.376 1.905 -1.758
O -0.275 1.478 -1.109
H 3.468 -2.562 -0.830
H 1.915 -2.831 -0.019
H 3.029 -1.665 0.636
H 3.046 0.293 -2.443
H 4.083 -0.438 -1.228
H 2.175 1.888 -0.934
H 3.923 1.859 -0.756
H 3.000 2.013 1.426
H 3.589 0.366 1.301
H 0.770 2.455 1.755
H 0.052 2.574 4.186
H -1.689 1.950 5.839
H -3.152 -0.002 5.397
H -2.880 -1.304 3.290
H 2.452 -1.956 -2.952
H 1.157 -0.755 -2.986
H 1.019 -3.587 -1.833
H 0.473 -3.049 -3.401
H -0.926 -2.978 -0.826
H -1.570 -2.880 -2.453
H -2.559 -1.079 -2.950
H -4.070 0.670 -3.426
H -4.562 3.080 -3.621
H -2.977 4.733 -2.658
H -0.943 3.968 -1.464
S 1.718 -1.635 3.065
S 0.854 -2.653 4.406
S -0.314 -4.044 3.518
S -0.079 -3.850 1.637
*
```

Record 5
Entry from OMol25: a single C21H25N3O4S molecule (wB97M-V/def2-TZVPD).

Computed properties:
F_max (eV/Å): 0.96
Frontier orbital gap (hartree): 0.32001
SMILES string: O=C(CSc1ccccc1C(=O)NCCCN1CCCC1=O)NCc1ccco1
ΔE to the lowest compared entry with this formula, charge and spin (kcal per mole): 7.6
E (a.u.): -1678.70606
LUMO energy (eV): 0.5657

Geometry as ORCA input:
```
! wB97M-V def2-TZVPD RIJCOSX def2/J DEFGRID3
* xyz 0 1
O 0.490 -0.213 5.587
C 0.565 -0.988 4.654
C 1.693 -2.014 4.610
S 2.270 -2.428 2.936
C 2.388 -0.800 2.223
C 3.124 0.193 2.850
C 3.264 1.430 2.248
C 2.702 1.666 1.004
C 1.969 0.678 0.371
C 1.793 -0.559 0.984
C 0.891 -1.575 0.367
O -0.031 -2.096 0.977
N 1.168 -1.857 -0.920
C 0.331 -2.704 -1.735
C -0.348 -1.899 -2.844
C -1.279 -0.829 -2.256
N -1.436 0.304 -3.132
C -2.488 0.408 -4.116
C -2.393 1.866 -4.578
C -0.930 2.228 -4.326
C -0.494 1.263 -3.236
O 0.523 1.316 -2.575
N -0.322 -1.056 3.653
C -1.420 -0.116 3.556
C -1.311 0.739 2.338
C -1.911 0.643 1.116
C -1.428 1.732 0.350
C -0.565 2.400 1.161
O -0.488 1.809 2.362
H 2.522 -1.657 5.221
H 1.334 -2.957 5.025
H 3.584 0.000 3.806
H 3.826 2.204 2.747
H 2.828 2.625 0.525
H 1.508 0.883 -0.584
H 1.887 -1.325 -1.387
H 0.938 -3.503 -2.172
H -0.412 -3.145 -1.066
H -0.897 -2.573 -3.502
H 0.424 -1.398 -3.433
H -2.263 -1.246 -2.036
H -0.843 -0.452 -1.326
H -2.309 -0.290 -4.945
H -3.455 0.169 -3.668
H -3.043 2.491 -3.965
H -2.684 1.985 -5.620
H -0.308 2.048 -5.205
H -0.781 3.261 -4.015
H -0.172 -1.653 2.839
H -2.366 -0.666 3.522
H -1.380 0.505 4.456
H -2.610 -0.108 0.809
H -1.684 1.982 -0.659
H 0.028 3.279 1.006
*
```